[1]
48
Properties=species:S:1:pos:R:3 method="wB97M-V/def2-TZVPD" orbital_gap_ev="5.649 / 2.731" spin_multiplicity=5 e_lumo_ev="-3.4328 / -7.6116" charge=+1 e_homo_ev="-9.1 / -10.3"
C 0.9060 1.4205 -4.9427
O -0.1791 2.3674 -4.8071
C -0.8980 2.2651 -3.6407
C -1.0776 1.0211 -2.9975
C -1.2086 1.0306 -1.4986
C -1.2418 2.3838 -0.8676
C -1.3426 3.5234 -1.6430
C -1.2678 3.4787 -3.0414
Fe -2.2958 -0.1465 -5.0557
C -3.1055 -0.8686 -3.6657
O -3.8794 -1.1139 -2.8367
C -2.4831 -1.3486 -6.2906
O -2.6290 -2.0807 -7.1826
C -3.7017 0.7380 -5.6124
O -4.6548 1.3330 -5.8935
H 0.5601 0.5219 -5.4684
H 1.6572 1.9345 -5.5463
H 1.3388 1.1315 -3.9722
H -0.5607 0.1197 -3.3720
H -2.0364 0.3857 -1.1557
H -0.2981 0.5424 -1.1307
H -1.2781 2.5108 0.2114
H -1.4990 4.4848 -1.1417
H -1.3023 4.3830 -3.6381
C 1.8811 -3.6452 4.8782
C 0.9905 -2.7672 4.0042
N 1.4750 -1.4043 3.8362
C 0.7464 -0.5609 3.0164
C -0.5014 -0.9617 2.4940
C -1.1334 -0.1300 1.5734
N -0.5851 1.0239 1.1609
C 0.5534 1.4516 1.7108
C 1.2494 0.7048 2.6493
C 2.7863 -0.9631 4.2668
C 3.5196 -1.9726 5.1453
O 3.2593 -3.3179 4.7454
H 1.5451 -3.5362 5.9246
H 1.8185 -4.6847 4.5457
H 0.8865 -3.2615 3.0198
H -0.0020 -2.7417 4.4734
H -0.9680 -1.9117 2.7354
H -2.0906 -0.4056 1.1402
H 0.9240 2.4225 1.3822
H 2.1919 1.0911 3.0220
H 3.4295 -0.7443 3.3950
H 2.6843 -0.0385 4.8485
H 4.6039 -1.8622 5.0248
H 3.2131 -1.8025 6.1968

***

[2]
51
Properties=species:S:1:pos:R:3 method="wB97M-V/def2-TZVPD" de_lowest_kcal_mol=1.34 orbital_gap_ev="7.033 / 7.178" spin_multiplicity=5 e_lumo_ev="2.8380 / 2.8360" charge=-1 e_homo_ev="-4.2 / -4.3"
Fe 0.1400 -0.1680 -0.4728
C -0.8721 3.8232 -2.8389
O 0.0709 3.2374 -3.7275
C 1.3037 2.9844 -3.1635
C 2.4047 3.5847 -3.7224
C 3.6931 3.3309 -3.2356
C 3.8345 2.4727 -2.1711
C 2.7319 1.8335 -1.5819
C 2.9941 0.9779 -0.4436
N 2.1194 0.2636 0.1597
N 2.5628 -0.4172 1.2841
C 1.5463 -1.0050 1.8661
O 0.3312 -0.9738 1.4739
C 1.8553 -1.7769 3.1126
C 3.1382 -1.8078 3.6551
C 3.3931 -2.5310 4.8095
C 2.3709 -3.2329 5.4375
C 1.0921 -3.2062 4.9007
C 0.8368 -2.4814 3.7446
C 1.4146 2.0601 -2.0768
O 0.3546 1.5064 -1.6025
H -1.7757 3.9973 -3.4225
H -1.0850 3.1607 -2.0007
H -0.4973 4.7840 -2.4673
H 2.2425 4.2567 -4.5575
H 4.5535 3.8089 -3.6852
H 4.8195 2.2694 -1.7633
H 4.0140 0.9599 -0.0530
H 3.9225 -1.2573 3.1544
H 4.3950 -2.5471 5.2219
H 2.5721 -3.7980 6.3398
H 0.2891 -3.7523 5.3813
H -0.1525 -2.4507 3.3080
C -5.0256 -1.3748 -0.5233
N -3.9606 -0.4156 -0.7399
C -3.9996 0.4331 -1.9177
C -2.8691 -0.3785 0.0470
C -2.8189 -1.2961 1.2347
O -1.9456 0.4023 -0.2140
H -5.5782 -1.4953 -1.4527
H -5.7270 -1.0501 0.2523
H -4.6107 -2.3447 -0.2597
H -4.5149 -0.0931 -2.7201
H -2.9831 0.6608 -2.2284
H -4.5194 1.3747 -1.7187
H -3.7209 -1.2008 1.8420
H -1.9333 -1.0571 1.8165
H -2.7436 -2.3235 0.8730
O -2.4174 -3.0618 -1.4687
S -1.0635 -2.8919 -2.0432
N -0.1825 -1.7937 -1.6418

***

[3]
43
Properties=species:S:1:pos:R:3 method="wB97M-V/def2-TZVPD" de_lowest_kcal_mol=0.00 orbital_gap_ev="6.810 / 5.831" spin_multiplicity=6 e_lumo_ev="-2.9330 / -6.0502" charge=+1 e_homo_ev="-9.7 / -11.9"
C 1.3714 2.0929 2.3664
C 2.0117 0.8435 2.4775
C 2.3144 0.3932 1.1419
H 2.2137 0.2839 3.3938
C 1.9421 1.4392 0.2127
C 1.2769 2.4595 0.9801
H 0.8299 3.3661 0.6002
H 1.0116 2.6901 3.1958
H 2.7061 -0.5819 0.8969
H 2.1054 1.4602 -0.8564
C -1.3188 -1.7088 2.1147
C -1.1743 -1.2311 3.3917
C -1.4948 0.2629 3.4064
H -0.8050 -1.7344 4.2932
C -1.5318 0.6259 1.9190
C -1.6110 -0.6356 1.1826
H -2.1213 -0.7243 0.2058
H -1.2400 -2.7566 1.8084
H -2.4752 0.4166 3.8995
H -2.1028 1.5004 1.5911
Ir 0.2029 0.5969 1.0786
O 0.1279 -0.6681 -0.5776
C 1.1218 -1.0735 -1.5134
C 1.1158 -0.2094 -2.7112
H 2.1348 -1.1178 -1.0820
H 0.8360 -2.0945 -1.8146
H 1.8798 0.5759 -2.7606
H 1.1695 1.0562 -5.0751
C 0.4061 0.2744 -5.0175
C 0.2254 -0.3822 -3.7539
C -0.8841 -1.2985 -3.6370
H -1.0865 -1.7330 -2.6498
C -1.6437 -1.6211 -4.7481
H -2.4719 -2.3223 -4.6483
C -1.3501 -1.0731 -6.0060
H -1.9248 -1.3700 -6.8839
C -0.3287 -0.1165 -6.1246
H -0.1055 0.3211 -7.0967
C -0.2624 0.7354 5.4050
O -0.4366 1.0186 4.0230
H -0.8131 1.4947 5.9823
H 0.8088 0.8086 5.6475
H -0.6298 -0.2636 5.7426

***

[4]
45
Properties=species:S:1:pos:R:3 method="wB97M-V/def2-TZVPD" de_lowest_kcal_mol=117.95 orbital_gap_ev=6.205 e_lumo_ev=-1.7625 charge=0 e_homo_ev=-8.0
O -2.0186 3.7893 1.3563
C -1.1629 3.9713 0.4702
O -0.1160 4.6373 0.3576
C -1.4293 3.1126 -0.8160
C -1.1198 3.8381 -2.1434
C 0.0523 3.1087 -2.6909
C 0.4217 2.0695 -1.8152
C 1.4671 1.2059 -2.1405
C 2.1319 1.3788 -3.3633
C 1.7519 2.4063 -4.2431
C 0.7127 3.2825 -3.9049
N -0.4423 2.0534 -0.7177
C -0.4624 1.1854 0.3059
C 0.5547 0.2630 0.5791
C 0.3139 -1.0477 0.9522
C 1.3538 -2.0369 0.9730
C 1.0175 -3.4141 0.8792
C 2.0055 -4.3905 0.8222
C 3.3619 -4.0291 0.8543
C 3.7185 -2.6762 0.9374
C 2.7360 -1.6894 1.0023
H -2.4480 2.7116 -0.7864
H -1.9931 3.7589 -2.8030
H -0.9035 4.8996 -1.9802
H 1.7509 0.4055 -1.4675
H 2.9457 0.7039 -3.6344
H 2.2707 2.5189 -5.1987
H 0.4015 4.0924 -4.5675
H -1.3486 1.2409 0.9478
H 1.5932 0.6023 0.4906
H -0.7127 -1.3674 1.1236
H -0.0409 -3.6847 0.7895
H 1.7205 -5.4416 0.7438
H 4.1358 -4.7923 0.8100
H 4.7710 -2.3824 0.9572
H 3.0289 -0.6388 1.0646
C -4.2091 -1.7202 3.2542
N -2.8287 -2.1887 3.2975
N -2.4776 -2.8325 2.0751
H -4.4053 -1.2236 4.2068
H -4.3268 -0.9979 2.4383
H -4.9358 -2.5368 3.1252
H -2.6988 -2.8768 4.0346
H -2.6463 -2.1816 1.3101
H -1.4912 -3.0870 2.1145

***

[5]
46
Properties=species:S:1:pos:R:3 method="wB97M-V/def2-TZVPD" smiles="COc1cccc(C(=O)NC(=S)Nc2ccccc2N2CCCC2)c1" de_lowest_kcal_mol=28.26 orbital_gap_ev=7.611 e_lumo_ev=0.1859 charge=0 e_homo_ev=-7.4
C -7.5085 -0.3155 -1.1721
O -6.1334 -0.0974 -1.3823
C -5.3373 0.1335 -0.3092
C -5.7663 0.1594 1.0150
C -4.8573 0.4134 2.0298
C -3.5205 0.6239 1.7568
C -3.0811 0.5895 0.4329
C -1.6664 0.8288 0.0478
O -1.3538 1.3253 -1.0217
N -0.7483 0.4295 0.9796
C 0.6350 0.5888 0.9511
S 1.4649 0.1603 2.3122
N 1.1654 1.0733 -0.1741
C 2.5293 1.4262 -0.3121
C 2.8114 2.7633 -0.5540
C 4.1117 3.2258 -0.5785
C 5.1397 2.3325 -0.3216
C 4.8763 0.9949 -0.1233
C 3.5681 0.4833 -0.1673
N 3.3343 -0.8580 -0.0748
C 4.3894 -1.8023 0.2345
C 3.6955 -3.1580 0.1684
C 2.6981 -2.9416 -0.9643
C 2.1960 -1.5283 -0.6746
C -3.9901 0.3601 -0.5886
H -7.6857 -1.2068 -0.5618
H -7.9853 0.5502 -0.7016
H -7.9360 -0.4671 -2.1617
H -6.8013 -0.0066 1.2679
H -5.2060 0.4472 3.0512
H -2.8425 0.8506 2.5659
H -1.0803 0.0169 1.8423
H 0.4944 1.4343 -0.8556
H 1.9845 3.4459 -0.6914
H 4.3171 4.2687 -0.7614
H 6.1617 2.6803 -0.2906
H 5.7010 0.3260 0.0584
H 4.8099 -1.5907 1.2207
H 5.1952 -1.7581 -0.5133
H 4.3918 -3.9724 -0.0207
H 3.1647 -3.3517 1.1006
H 3.2108 -2.9735 -1.9270
H 1.8916 -3.6716 -0.9719
H 1.3559 -1.5771 0.0301
H 1.8620 -1.0068 -1.5761
H -3.6555 0.3520 -1.6138

***

[6]
52
Properties=species:S:1:pos:R:3 method="wB97M-V/def2-TZVPD" de_lowest_kcal_mol=30.65 orbital_gap_ev=3.296 e_lumo_ev=2.7132 charge=-2 e_homo_ev=-0.6
Sn 0.6295 1.3893 -1.4358
O 6.0669 5.9323 -0.3028
C 5.2306 5.0481 -0.2908
S 3.5033 5.3245 -0.1410
C 2.9682 3.6367 -0.1124
C 3.9366 2.6900 -0.2331
S 3.7725 0.9899 -0.2034
S 5.5890 3.3354 -0.4310
S 1.2578 3.4288 0.1382
C -2.7627 2.0039 -3.2732
C -3.4000 1.5033 -2.0135
C -4.7630 1.2821 -1.9417
C -5.3707 0.8154 -0.7792
C -4.5760 0.5895 0.3420
C -3.2090 0.7950 0.3164
C -2.3625 0.5998 1.5384
C -2.5575 1.2499 -0.8794
N -1.2497 1.4599 -0.9371
H -3.5009 2.1554 -4.0638
H -1.9995 1.3013 -3.6206
H -2.2413 2.9467 -3.0830
H -5.3716 1.4760 -2.8222
H -6.4420 0.6491 -0.7489
H -5.0456 0.2379 1.2582
H -2.9775 0.4713 2.4322
H -1.7139 1.4697 1.6681
H -1.7117 -0.2723 1.4250
C 1.2275 1.9705 3.4481
S 2.3536 0.5674 3.1504
C 0.9851 -0.6162 2.9044
O 2.9271 0.2274 4.4858
H 0.7944 1.8552 4.4417
H 0.4683 1.9802 2.6696
H 1.8057 2.8885 3.3809
H 1.4092 -1.6178 2.8724
H 0.5050 -0.3737 1.9566
H 0.2884 -0.5269 3.7363
N 2.0663 -6.2012 -0.4220
C 0.9150 -5.6421 -0.8882
S -0.3369 -6.6618 -1.2987
C 0.8427 -4.1885 -0.9723
C -0.3093 -3.5385 -1.4355
C -0.3201 -2.1647 -1.5579
N 0.7356 -1.3977 -1.2888
C 1.8295 -1.9963 -0.8289
C 1.9225 -3.3597 -0.6332
H 2.1436 -7.1896 -0.5936
H 2.9206 -5.6727 -0.5065
H -1.1770 -4.1239 -1.7007
H -1.2013 -1.6282 -1.8955
H 2.6659 -1.3387 -0.6097
H 2.8393 -3.7600 -0.2202

***

[7]
49
Properties=species:S:1:pos:R:3 method="wB97M-V/def2-TZVPD" de_lowest_kcal_mol=16.54 orbital_gap_ev=4.511 e_lumo_ev=2.1354 charge=-1 e_homo_ev=-2.4
Sc -0.2513 0.2310 0.4221
S 1.8530 2.3551 4.1403
C 1.1446 1.5295 2.8767
S 2.0421 0.6333 1.6814
S -0.6108 1.4461 2.7007
S -4.8503 -0.6090 -0.5226
C -3.1468 -0.7258 -0.3187
N -2.5444 0.3545 0.0280
C -3.4571 1.4171 0.1850
C -3.1421 2.7051 0.6082
C -4.1612 3.6264 0.7080
C -5.4863 3.2804 0.3966
C -5.8104 2.0026 0.0021
C -4.7749 1.0669 -0.0957
H -2.5672 -1.6374 -0.4855
H -2.1243 2.9277 0.9101
H -3.9406 4.6273 1.0551
H -6.2681 4.0241 0.4856
H -6.8346 1.7270 -0.2123
N 0.1117 4.3001 -0.7128
C 0.7803 3.1202 -0.5451
N 2.0919 3.1588 -0.2498
O 0.1731 2.0520 -0.7291
H 0.4541 5.1160 -0.2350
H -0.8899 4.2107 -0.7717
H 2.4655 4.0320 0.0876
H 2.3836 2.3337 0.3049
C 0.4573 -4.1120 -0.9274
C 0.8813 -2.6331 -0.9093
C 0.7890 -2.1267 -2.3520
C -0.0276 -1.7900 -0.0100
C 2.3252 -2.5488 -0.3955
C 2.6394 -3.0608 0.8669
C 3.9162 -2.9850 1.3909
C 4.9428 -2.3794 0.6685
C 4.6542 -1.8569 -0.5792
C 3.3638 -1.9479 -1.1035
H -0.5841 -4.1733 -1.2548
H 0.5204 -4.5535 0.0687
H 1.0784 -4.7130 -1.6051
H -0.2454 -2.2350 -2.6813
H 1.4407 -2.6780 -3.0427
H 1.0430 -1.0645 -2.4181
H -0.3380 -2.3835 0.8732
H 1.8458 -3.4902 1.4668
H 4.1105 -3.3756 2.3833
H 5.9391 -2.2980 1.0863
H 5.4319 -1.3691 -1.1568
H 3.1761 -1.5311 -2.0834

***

[8]
52
Properties=species:S:1:pos:R:3 method="wB97M-V/def2-TZVPD" de_lowest_kcal_mol=7.08 orbital_gap_ev="5.481 / 7.054" spin_multiplicity=2 e_lumo_ev="0.1016 / 0.0467" charge=0 e_homo_ev="-5.4 / -7.0"
Sn 0.5553 0.0350 2.2457
N -2.1614 -3.6439 2.8813
C -1.4198 -2.5558 2.4930
S -0.2915 -1.9328 3.6754
N -1.5993 -2.1153 1.2976
N -0.8213 -1.0567 0.8818
C -0.8550 -0.8263 -0.4485
C -1.7160 -1.6461 -1.3450
C -3.1053 -1.5931 -1.2463
C -3.9050 -2.3199 -2.1141
C -3.3249 -3.1235 -3.0884
C -1.9435 -3.2011 -3.1804
C -1.1450 -2.4674 -2.3119
C -0.0210 0.1787 -0.9874
C 0.0229 0.5175 -2.3695
C 0.9314 1.4362 -2.8133
C 1.8007 2.0639 -1.8932
C 1.6552 1.7408 -0.5665
N 0.7765 0.8486 -0.1040
H -2.1902 -3.8738 3.8558
H -2.9164 -3.9323 2.2840
H -3.5533 -0.9783 -0.4743
H -4.9829 -2.2663 -2.0277
H -3.9489 -3.6830 -3.7745
H -1.4859 -3.8392 -3.9255
H -0.0649 -2.5343 -2.3751
H -0.6553 0.0326 -3.0576
H 0.9882 1.6802 -3.8670
H 2.5438 2.7819 -2.2119
H 2.2701 2.2304 0.1870
N 4.0032 1.2452 2.9467
N 5.0454 0.3754 2.6330
C 4.9076 -0.6889 1.8206
N 6.0634 -1.3256 1.5103
S 3.4439 -1.1935 1.1928
H 3.4238 1.3523 2.1188
H 3.4116 0.8089 3.6456
H 5.9632 0.7113 2.8702
H 6.9239 -1.1261 1.9902
H 5.9797 -2.1924 1.0117
O -1.1502 1.8172 2.5356
N -1.3864 2.4417 1.4095
C -0.6925 3.5520 1.0948
C -0.8386 4.1463 -0.1401
C -1.7167 3.6086 -1.0664
C -2.4607 2.4997 -0.7005
C -2.2928 1.9401 0.5468
H -0.0177 3.8931 1.8647
H -0.2523 5.0247 -0.3690
H -1.8099 4.0370 -2.0547
H -3.1723 2.0534 -1.3813
H -2.8131 1.0630 0.9015

***

[9]
46
Properties=species:S:1:pos:R:3 method="wB97M-V/def2-TZVPD" smiles="CCOc1ccc(C(=O)NCc2ccc3c(c2)OCO3)cc1OCC" de_lowest_kcal_mol=57.68 orbital_gap_ev=8.644 e_lumo_ev=0.5851 charge=0 e_homo_ev=-8.1
C -0.5345 3.9049 -5.6356
C -0.6436 2.6635 -4.7626
O -1.1182 3.0901 -3.4968
C -1.2625 2.2457 -2.4467
C -1.6168 2.8811 -1.2566
C -1.8163 2.1794 -0.0891
C -1.6434 0.8014 -0.0745
C -1.8760 0.0738 1.2013
O -2.6479 0.4751 2.0515
N -1.1791 -1.0862 1.3436
C -1.2352 -1.8632 2.5653
C -0.0087 -1.6515 3.4163
C 0.2120 -0.4056 3.9864
C 1.3391 -0.1389 4.7577
C 2.2312 -1.1686 4.9359
C 2.0176 -2.4232 4.3643
C 0.9104 -2.6883 3.5969
O 3.0536 -3.2574 4.6962
C 3.9185 -2.4932 5.5089
O 3.4059 -1.1857 5.6422
C -1.3016 0.1510 -1.2569
C -1.1174 0.8422 -2.4461
O -0.8330 0.2273 -3.6423
C -0.4726 -1.1373 -3.6737
C 0.9307 -1.3937 -3.1310
H -0.1773 3.6304 -6.6239
H 0.1565 4.6152 -5.1899
H -1.5071 4.3804 -5.7265
H 0.3371 2.1854 -4.6583
H -1.3389 1.9445 -5.2083
H -1.7337 3.9527 -1.2886
H -2.1016 2.6823 0.8209
H -0.4148 -1.2795 0.7173
H -2.1276 -1.5196 3.0961
H -1.3477 -2.9213 2.3113
H -0.5170 0.3740 3.8279
H 1.5067 0.8275 5.2019
H 0.7573 -3.6630 3.1632
H 3.9990 -2.9614 6.5036
H 4.9179 -2.4525 5.0468
H -1.2283 -0.9251 -1.2550
H -0.5098 -1.3931 -4.7365
H -1.2157 -1.7525 -3.1512
H 1.6593 -0.8332 -3.7115
H 1.0098 -1.0815 -2.0923
H 1.1634 -2.4526 -3.2019

***

[10]
43
Properties=species:S:1:pos:R:3 method="wB97M-V/def2-TZVPD" orbital_gap_ev="5.737 / 5.962" e_lumo_ev="-0.7338 / -0.0906" charge=0 e_homo_ev="-6.5 / -6.1"
C -0.4894 3.5831 -1.9812
C 0.8972 3.1917 -1.8548
C 0.9688 1.8065 -2.2066
H 1.7480 3.8221 -1.5422
C -0.4347 1.3244 -2.3665
C -1.3272 2.4115 -2.0445
H -2.4281 2.4017 -2.0625
H -0.9375 4.5388 -1.7247
H 1.8586 1.1843 -2.2489
H -0.7120 0.2866 -2.5411
C 0.5626 2.3275 2.3206
C 0.1167 3.6451 1.9643
C -1.2882 3.5770 1.6140
H 0.8513 4.4151 1.6438
C -1.7560 2.2226 1.7272
C -0.6398 1.4656 2.3164
H -0.6416 0.4062 2.5643
H 1.5789 2.0268 2.5814
H -1.9316 4.3221 1.0723
H -2.7806 1.8696 1.5682
Tl -0.0449 1.4806 0.0173
O 0.4623 -1.9420 -0.0916
C 1.7119 -2.3361 -0.7197
C 0.4585 -3.1790 -0.8881
H 2.0247 -1.7165 -1.5786
H 2.4950 -2.7283 -0.0461
H -0.0548 -3.0971 -1.8602
H -0.1498 -5.5418 -1.9892
C -0.0134 -5.6291 -0.9107
C 0.3055 -4.4618 -0.1820
C 0.4776 -4.5466 1.2131
H 0.6927 -3.6416 1.7862
C 0.3351 -5.7763 1.8560
H 0.4595 -5.8342 2.9368
C 0.0306 -6.9298 1.1253
H -0.0783 -7.8897 1.6300
C -0.1432 -6.8477 -0.2612
H -0.3865 -7.7343 -0.8407
C -0.3887 5.6272 -0.0031
O -0.1882 4.2028 -0.0609
H -0.2735 5.9084 1.0278
H -1.3915 5.8816 -0.3248
H 0.4440 5.9029 -0.6352